[1]
Computed, not measured: a structure of composition C36H39Cl5CoN2O5S2Si, with ωB97M-V with the def2-TZVPD basis set.

XYZ file:
```
91
Properties=species:S:1:pos:R:3:forces:R:3
Co 1.0860 1.1900 0.0000 0.14 0.10 0.19
Cl 1.2742 -0.2539 3.7376 0.03 0.11 -0.01
C 1.7775 1.3721 3.2867 -0.02 -0.25 0.08
C 1.7915 1.7568 1.9489 -0.18 0.25 -0.29
C 2.3629 3.0287 1.7766 0.03 0.02 0.02
Cl 2.6449 3.5869 0.1472 -0.05 -0.01 0.01
C 2.7422 3.8903 2.8002 -0.01 -0.06 0.03
Cl 3.3662 5.4742 2.4772 0.00 0.01 -0.01
C 2.6195 3.4654 4.1197 0.03 0.02 -0.01
Cl 3.0608 4.5137 5.4267 0.00 0.00 0.00
C 2.1649 2.1784 4.3624 0.00 0.04 -0.03
Cl 2.0890 1.6211 6.0050 -0.03 -0.01 -0.02
C 1.7092 -4.4039 -5.6258 0.00 -0.03 -0.02
C 1.4101 -3.0382 -5.0651 -0.01 0.04 -0.01
C 2.0120 -2.6078 -3.8877 0.02 -0.03 0.02
C 1.7318 -1.3543 -3.3632 -0.04 -0.03 0.06
C 0.8506 -0.5024 -4.0135 0.03 -0.02 0.02
C 0.2514 -0.9169 -5.1946 -0.02 0.02 -0.02
C 0.5249 -2.1758 -5.7086 0.00 -0.04 -0.02
S 0.4462 1.1336 -3.3609 -0.01 0.01 -0.08
O 0.8130 1.9959 -4.4740 -0.09 0.05 0.04
O -0.9691 1.0775 -3.0292 0.04 0.02 -0.01
N 1.2935 1.3616 -2.0803 0.05 -0.21 0.14
C 2.7381 1.4155 -2.3080 0.02 0.08 0.01
C 3.4791 0.6706 -1.1894 0.01 -0.05 0.03
O 4.7091 0.6425 -1.1978 0.04 -0.08 -0.03
O 2.7285 0.1036 -0.3113 0.08 0.09 0.08
H 1.4844 -5.1884 -4.8996 0.00 0.01 0.01
H 2.7652 -4.5016 -5.8882 0.00 0.01 0.00
H 1.1204 -4.5980 -6.5239 0.00 0.00 0.00
H 2.6993 -3.2482 -3.3438 -0.02 0.00 -0.01
H 2.1735 -1.0677 -2.4172 0.00 0.01 -0.01
H -0.4355 -0.2510 -5.7025 0.01 0.01 0.00
H 0.0425 -2.4971 -6.6269 0.00 0.00 0.00
H 3.1105 2.4436 -2.3329 -0.01 0.01 0.01
H 3.0468 0.9695 -3.2587 0.02 -0.01 0.01
C -0.4325 2.5095 0.1412 0.00 0.01 -0.13
Si -1.9209 1.6597 0.7146 -0.09 -0.02 -0.01
C -1.9526 -0.0559 -0.0674 0.09 0.01 0.02
N -0.6346 -0.7132 -0.0149 -0.12 -0.14 -0.02
C -0.3406 -1.3795 1.2611 0.00 0.02 -0.01
C -0.6952 -2.8783 1.3138 0.01 0.01 0.02
C -1.8613 -3.2311 0.3992 -0.01 0.00 0.01
C -1.5342 -2.8175 -1.0448 0.02 -0.03 -0.03
C -0.4938 -1.6839 -1.0978 0.00 0.04 0.00
C -2.0759 1.5543 2.6023 -0.03 0.03 -0.01
C -1.4078 2.4626 3.4241 0.06 0.00 0.00
C -1.5416 2.4265 4.8068 0.05 -0.01 0.00
C -2.3537 1.4718 5.4002 -0.02 -0.02 0.03
C -3.0380 0.5619 4.6038 0.01 0.01 0.00
C -2.8995 0.6116 3.2237 0.02 -0.03 0.00
C -3.5791 2.4220 0.1507 0.03 0.04 0.03
C -4.5296 2.9546 1.0233 -0.03 -0.06 0.01
C -5.6902 3.5605 0.5544 -0.01 -0.01 0.01
C -5.9258 3.6452 -0.8098 -0.03 0.02 -0.01
C -4.9916 3.1278 -1.6989 0.01 -0.01 0.01
C -3.8342 2.5280 -1.2227 0.04 0.03 -0.03
H -0.1893 3.4168 0.7033 -0.02 -0.02 0.06
H -0.5978 2.8031 -0.9022 0.00 0.06 0.02
H -2.1556 0.1470 -1.1241 -0.01 0.02 0.01
H -2.7737 -0.6922 0.2944 -0.02 0.01 0.01
H -0.8592 -0.8401 2.0521 -0.02 0.01 -0.01
H 0.7251 -1.2675 1.4496 -0.04 -0.04 -0.03
H -0.9045 -3.1606 2.3500 0.00 -0.01 0.00
H 0.1758 -3.4639 1.0020 0.02 0.00 -0.02
H -2.7605 -2.7154 0.7456 0.00 0.00 0.00
H -2.0820 -4.3014 0.4542 0.01 0.00 0.00
H -2.4458 -2.5098 -1.5627 0.00 0.01 0.01
H -1.1342 -3.6691 -1.6045 0.00 0.00 0.01
H -0.5840 -1.1547 -2.0406 0.03 0.00 -0.03
H 0.5194 -2.0869 -1.0400 0.00 -0.03 -0.01
H -0.7515 3.2000 2.9732 0.00 -0.01 0.00
H -0.9909 3.1292 5.4215 0.00 0.00 0.00
H -2.4444 1.4290 6.4796 0.00 0.00 0.00
H -3.6716 -0.1914 5.0591 0.00 0.01 0.00
H -3.4371 -0.1096 2.6142 0.01 0.01 0.00
H -4.3645 2.8912 2.0942 0.01 0.02 -0.01
H -6.4095 3.9677 1.2570 0.00 0.00 0.00
H -6.8289 4.1180 -1.1801 0.00 0.00 0.00
H -5.1586 3.2007 -2.7676 -0.01 0.00 0.00
H -3.1012 2.1588 -1.9351 0.01 -0.02 0.01
C 4.4089 -1.8435 1.2983 0.03 -0.06 -0.01
S 3.1086 -2.6832 0.4039 -0.25 0.03 -0.26
C 3.0414 -4.1954 1.3920 0.19 0.05 0.13
O 3.6874 -3.1265 -0.9024 -0.01 -0.08 0.05
H 5.2329 -2.5339 1.4878 0.01 0.02 -0.01
H 3.9935 -1.4366 2.2219 -0.02 -0.02 0.00
H 4.7023 -1.0217 0.6442 0.02 0.03 0.00
H 2.8402 -3.9578 2.4381 -0.02 0.03 -0.02
H 3.9935 -4.7184 1.2838 -0.01 0.00 0.03
H 2.2336 -4.8052 0.9911 0.01 0.00 -0.02
```
Positions in Å, forces in eV/Å.

Output
spin multiplicity = 2
charge = -2
Kohn-Sham gap (alpha / beta) = 0.240 / 0.243 hartree

Atom charges from the Löwdin analysis, given in e for atoms 1 to 6: 0.3884, 0.6728, -0.6512, -0.1511, -0.6519, 0.7697

[2]
Computed, not measured: a structure of composition C36H39N3O3ReTe, with ωB97M-V with the def2-TZVPD basis set.

XYZ file:
```
83
Properties=species:S:1:pos:R:3:forces:R:3
Re 2.1146 1.0283 -1.1514 -0.11 0.32 -0.13
C 6.4477 2.1191 -0.9595 0.10 0.00 0.01
C 4.9639 2.0413 -0.9599 -0.28 0.12 -0.12
N 4.2368 0.9899 -0.6803 -0.02 0.06 0.20
O 4.8279 -0.2218 -0.4472 -0.05 -0.09 0.06
C 4.1357 3.2248 -1.1648 0.01 -0.08 0.03
C 4.5088 4.6239 -0.8240 -0.08 -0.01 0.03
N 2.9121 2.8443 -1.3899 1.00 -0.51 -0.40
O 1.8202 3.3235 -0.9400 -0.63 0.67 0.20
H 6.9654 1.1624 -0.9293 -0.01 -0.01 -0.02
H 6.7807 2.6966 -0.0942 0.01 -0.02 0.00
H 6.7791 2.6440 -1.8553 0.01 0.01 0.01
H 5.7897 -0.1346 -0.5382 -0.02 0.04 -0.01
H 5.5817 4.7264 -0.6877 0.01 0.01 -0.01
H 4.0041 4.9318 0.0956 0.00 0.00 -0.01
H 4.1882 5.2986 -1.6174 0.00 0.01 0.02
C -3.8627 1.5225 6.3456 -0.03 0.01 0.05
C -3.0177 1.2468 5.1395 0.05 -0.02 -0.07
C -2.9523 2.1468 4.0822 -0.03 -0.07 0.00
C -2.1819 1.8950 2.9554 0.08 0.04 -0.03
C -2.1538 2.8723 1.8274 0.03 0.06 0.02
C -1.4680 0.7047 2.9124 -0.08 0.06 -0.24
Te -0.0778 0.1351 1.3785 0.06 -0.57 0.18
N 0.1109 0.8343 -0.4995 0.11 0.31 0.50
C -0.3828 1.3719 -1.6190 0.07 -0.34 -0.11
O 0.5464 1.4645 -2.4884 -0.21 0.30 0.17
C -1.7537 1.7557 -1.9700 -0.18 0.03 -0.04
C -2.3678 2.8674 -1.4049 0.10 0.04 -0.19
C -3.6497 3.2133 -1.8000 -0.04 0.02 -0.01
C -4.3131 2.4501 -2.7507 -0.02 0.01 0.00
C -3.6844 1.3604 -3.3378 0.00 -0.02 -0.01
C -2.3948 1.0194 -2.9652 -0.05 -0.08 0.12
C -0.9431 -1.6826 0.8008 0.00 -0.03 0.03
C -2.3051 -1.7095 0.4832 -0.03 0.03 -0.01
C -3.1788 -0.4864 0.4616 -0.06 0.05 0.00
C -2.8672 -2.9393 0.1673 0.03 -0.01 -0.03
C -2.1193 -4.1114 0.1569 0.04 0.07 0.02
C -2.7480 -5.4275 -0.1852 -0.02 -0.06 -0.01
C -0.7623 -4.0350 0.4575 -0.04 0.05 0.01
C -0.1451 -2.8348 0.7828 -0.06 0.02 0.04
C 1.3316 -2.8591 1.0692 0.05 -0.04 -0.01
C -1.4587 -0.2183 3.9639 -0.07 0.09 0.08
C -0.6540 -1.4903 4.0087 0.02 -0.05 -0.03
C -2.2571 0.0854 5.0618 0.02 0.01 -0.04
H -4.3779 2.4769 6.2615 0.00 0.00 0.01
H -3.2508 1.5419 7.2481 -0.01 0.00 0.00
H -4.6112 0.7398 6.4755 0.00 0.00 0.01
H -3.5150 3.0712 4.1316 0.00 0.00 0.00
H -2.5527 3.8377 2.1336 0.02 0.01 0.00
H -2.7640 2.5097 1.0022 -0.02 0.00 -0.02
H -1.1341 3.0377 1.4624 -0.03 -0.01 -0.02
H -1.8191 3.4958 -0.7214 0.02 0.03 0.07
H -4.1241 4.0910 -1.3816 0.00 -0.01 0.00
H -5.3152 2.7209 -3.0551 0.00 0.00 0.00
H -4.1960 0.7838 -4.0965 0.01 0.00 0.00
H -1.8918 0.1802 -3.4287 0.00 0.00 0.00
H -2.6268 0.4242 0.2155 -0.07 -0.07 0.00
H -3.6725 -0.3325 1.4240 0.02 0.00 -0.01
H -3.9518 -0.5968 -0.2974 -0.02 0.01 0.00
H -3.9213 -2.9806 -0.0808 0.00 0.00 0.00
H -3.8294 -5.3447 -0.2695 0.00 0.00 0.00
H -2.5179 -6.1746 0.5749 0.00 0.00 -0.01
H -2.3599 -5.7989 -1.1351 0.00 -0.01 0.00
H -0.1660 -4.9405 0.4451 0.01 0.00 0.00
H 1.5870 -3.7368 1.6619 0.01 0.00 -0.01
H 1.6996 -1.9867 1.6069 0.01 0.03 0.03
H 1.8875 -2.9213 0.1324 0.03 0.01 -0.01
H 0.3189 -1.4190 3.5120 0.02 -0.01 0.03
H -1.1964 -2.3226 3.5573 0.02 0.00 -0.02
H -0.4439 -1.7417 5.0463 0.01 -0.04 -0.01
H -2.2637 -0.6098 5.8940 -0.01 -0.01 0.00
C 2.4586 -0.4007 -2.0763 0.36 -0.22 -0.24
C 2.7585 -1.4097 -3.0214 -0.03 -0.22 -0.06
C 2.4863 -1.1883 -4.3806 0.03 0.00 0.03
C 2.7790 -2.1781 -5.2989 0.00 0.00 -0.02
C 3.3541 -3.3724 -4.8782 -0.01 0.03 0.00
C 3.6364 -3.5887 -3.5343 0.01 -0.03 0.01
C 3.3341 -2.6180 -2.5988 -0.05 0.02 -0.04
H 2.0483 -0.2505 -4.6970 0.00 0.00 0.01
H 2.5682 -2.0189 -6.3476 0.00 0.00 0.01
H 3.5888 -4.1387 -5.6047 0.00 0.00 0.00
H 4.0920 -4.5179 -3.2201 0.00 0.01 0.00
H 3.5578 -2.7723 -1.5518 -0.01 0.02 0.01
```
Positions in Å, forces in eV/Å.

Output
spin multiplicity = 2
charge = +2
Kohn-Sham gap (alpha / beta) = 0.264 / 0.249 hartree

Atom charges from the Löwdin analysis, given in e for atoms 1 to 6: 1.5699, 0.0261, -0.2183, -0.1281, 0.0062, -0.2314

Energy above the lowest of the compared OMol25 structures with the same formula, charge and spin, respectively: 0.047; 1.472 eV.
E, respectively: -6650.60916; -2130.77089 hartree.